Molecular formula: C27H37Br3CuN3O3SSi
Method: DFT, ωB97M-V with the def2-TZVPD basis set

Output
Kohn-Sham gap (spin up / spin down) = 7.52 / 6.35 eV
charge = +1
calculated total energy = -11491.2627 hartree
multiplicity = 2
energy above the lowest of the compared OMol25 structures with the same formula, charge and spin = 4.3 kcal per mole
HOMO (spin up / spin down) = -0.40871 / -0.40057 Ha

Atoms and positions in Å:
Cu1 2.27069 -0.17608 -0.30751
Br1 8.99679 -0.68948 0.18959
C1 7.11399 -0.67578 -0.02511
C2 6.55229 -0.75668 -1.29351
C3 5.16899 -0.73438 -1.38811
N1 4.36789 -0.64758 -0.33661
C4 4.90089 -0.61318 0.89179
C5 6.27999 -0.61018 1.08469
C6 3.93099 -0.62878 2.00469
C7 4.30689 -0.64798 3.34369
C8 3.31929 -0.69168 4.32049
Br2 3.80669 -0.62768 6.14959
C9 1.98249 -0.75608 3.94239
C10 1.69999 -0.73098 2.58559
N2 2.63829 -0.65008 1.65469
H1 7.17579 -0.84338 -2.16881
H2 4.68749 -0.80338 -2.35211
H3 6.71259 -0.57478 2.06979
H4 5.34189 -0.62618 3.64219
H5 1.19829 -0.81358 4.68219
H6 0.68049 -0.76608 2.22529
Br3 0.35889 4.95522 1.07139
C11 1.67699 3.96162 0.14839
C12 2.82489 4.58352 -0.32661
C13 3.74429 3.80992 -1.01301
C14 3.49959 2.45802 -1.18861
N3 2.42219 1.85892 -0.68561
C15 1.52169 2.59392 -0.04361
H7 2.98819 5.63682 -0.16191
H8 4.64849 4.26002 -1.38811
H9 4.18199 1.84172 -1.75241
H10 0.64939 2.07552 0.32749
C16 -2.80391 3.21502 -0.80581
C17 -2.58601 1.89102 -1.54291
C18 -3.92151 1.38272 -2.08321
C19 -1.59741 2.09042 -2.68891
O1 -2.03051 0.97572 -0.59461
Si1 -1.69841 -0.60018 -0.59161
S1 0.38529 -0.98698 -1.17441
O2 -2.57031 -1.32708 -1.71711
C20 -2.89491 -2.65228 -2.14201
C21 -2.95131 -2.60748 -3.66841
C22 -4.27691 -2.97738 -1.57691
C23 -1.86051 -3.65798 -1.64951
O3 -1.73541 -1.13978 0.92679
C24 -2.62161 -0.84928 2.02109
C25 -2.84361 -2.15268 2.78579
C26 -1.92281 0.16942 2.92279
C27 -3.95471 -0.29668 1.53149
H11 -3.19181 3.95522 -1.50101
H12 -1.86911 3.58612 -0.39701
H13 -3.51381 3.08922 0.00789
H14 -4.37121 2.12632 -2.73571
H15 -4.61361 1.18822 -1.26941
H16 -3.76441 0.46722 -2.64101
H17 -2.03111 2.76652 -3.41881
H18 -1.36981 1.14202 -3.16781
H19 -0.66821 2.51642 -2.31691
H20 -3.70251 -1.88908 -3.98301
H21 -3.21661 -3.57978 -4.06911
H22 -1.98951 -2.30778 -4.07301
H23 -4.99811 -2.25548 -1.94811
H24 -4.25251 -2.92388 -0.49241
H25 -4.59591 -3.97188 -1.87311
H26 -0.87481 -3.41088 -2.03441
H27 -2.12801 -4.65738 -1.97981
H28 -1.81061 -3.64528 -0.56351
H29 -1.89761 -2.65508 2.96069
H30 -3.49601 -2.82108 2.23349
H31 -3.30581 -1.93228 3.74149
H32 -1.06891 -0.28628 3.41559
H33 -2.60821 0.52092 3.68679
H34 -1.58271 1.01652 2.33339
H35 -4.42851 -1.00538 0.86159
H36 -3.79591 0.63352 0.99859
H37 -4.61961 -0.11478 2.36989

Molecular formula: C27H37ClN7O9SV
Method: DFT, ωB97M-V with the def2-TZVPD basis set

Output
Kohn-Sham gap (spin up / spin down) = 4.98 / 4.99 eV
charge = -1
calculated total energy = -3913.9769 hartree
multiplicity = 2
energy above the lowest of the compared OMol25 structures with the same formula, charge and spin = 27.1 kcal per mole
HOMO (spin up / spin down) = -0.11674 / -0.11709 Ha

Atoms and positions in Å:
V1 -0.14315 0.39450 -0.51606
O1 -1.91376 3.88843 -2.57804
C1 -1.54739 2.64338 -2.23238
O2 -0.39228 2.35972 -2.00728
C2 -2.72997 1.70612 -2.22744
O3 -2.33728 0.41296 -1.91608
C3 -2.96972 -0.13509 -0.73646
C4 -2.71007 0.77400 0.49459
O4 -3.49746 0.72529 1.40656
O5 -1.64760 1.52088 0.35717
H1 -1.11413 4.43368 -2.54863
H2 -3.48071 2.11359 -1.54353
H3 -3.15578 1.73822 -3.23845
H4 -4.04934 -0.20985 -0.88969
H5 -2.56058 -1.13813 -0.62451
O6 -0.06305 -0.96367 -1.31520
C5 0.68296 4.28506 0.26137
C6 1.34424 3.15136 0.99714
N1 2.24399 3.47265 1.95401
O7 1.06404 1.98878 0.76855
H6 0.99776 5.27248 0.59472
H7 -0.39341 4.16409 0.39107
H8 0.89699 4.15950 -0.79883
H9 2.45307 4.42511 2.18332
H10 2.64975 2.72681 2.49388
C7 0.16544 -6.47107 4.12258
C8 -1.04767 -5.67961 3.71474
C9 -2.33039 -6.07113 4.06928
C10 -3.35175 -5.24496 3.61404
N2 -3.16122 -4.15951 2.89709
C11 -1.86992 -3.82965 2.57820
S1 -1.57087 -2.44717 1.63650
N3 -0.81461 -4.59205 2.99464
H11 -0.10443 -7.34687 4.71416
H12 0.84148 -5.84027 4.70144
H13 0.70462 -6.79590 3.23252
H14 -2.52495 -6.95987 4.65466
H15 -4.38853 -5.48294 3.85037
O8 1.64089 -1.34706 1.13464
N4 0.86968 -0.49694 0.96934
C12 3.01930 -1.58262 -5.37420
C13 4.14963 -2.57967 -5.07042
C14 3.82294 -3.92805 -5.73037
C15 5.42078 -2.03833 -5.73668
C16 4.38586 -2.79432 -3.54015
O9 5.61903 -3.52430 -3.36226
C17 3.30799 -3.63156 -2.81775
C18 1.79562 -3.38001 -2.94822
C19 1.07245 -4.42693 -2.13950
C20 0.71028 -5.63040 -2.73889
C21 0.10647 -6.63869 -2.00646
C22 -0.13503 -6.42914 -0.65933
Cl1 -0.89608 -7.70266 0.26437
C23 0.19443 -5.23749 -0.03718
C24 0.79641 -4.23860 -0.79046
C25 4.76370 -1.52382 -2.75319
N5 3.73333 -0.53523 -2.51905
C26 2.79827 -0.50737 -1.56046
N6 2.07449 0.58609 -1.67671
C27 2.63659 1.22068 -2.73086
N7 3.64366 0.58141 -3.27754
H16 2.68790 -1.72142 -6.40635
H17 3.36771 -0.55753 -5.26817
H18 2.15134 -1.69916 -4.73117
H19 3.72732 -3.78357 -6.80818
H20 2.88862 -4.35608 -5.37032
H21 4.61755 -4.66456 -5.58131
H22 5.22993 -1.89926 -6.80352
H23 6.26218 -2.72027 -5.62162
H24 5.70505 -1.06548 -5.33356
H25 5.48604 -4.41572 -3.69931
H26 3.56625 -3.64054 -1.75388
H27 3.46982 -4.66544 -3.14406
H28 1.49071 -3.48686 -3.98991
H29 1.49257 -2.38373 -2.62015
H30 0.90185 -5.78424 -3.79677
H31 -0.17903 -7.57343 -2.47015
H32 -0.02703 -5.06184 1.00860
H33 0.99954 -3.28697 -0.31009
H34 5.59368 -1.01591 -3.23644
H35 5.11051 -1.87314 -1.78098
H36 2.65369 -1.29688 -0.83884
H37 2.27911 2.16319 -3.11176

Molecular formula: C27H37F3N3O
Method: DFT, ωB97M-V with the def2-TZVPD basis set

Output
Kohn-Sham gap = 7.55 eV
charge = +1
calculated total energy = -1589.1455 hartree
HOMO = -0.36852 Ha

Atoms and positions in Å:
N1 1.86511 -3.20087 5.26072
C1 2.14111 -2.31863 4.35905
C2 2.17364 -1.18787 3.13056
C3 3.57449 -0.35862 3.32318
C4 4.81360 -0.87356 2.36186
C5 5.80030 0.46273 2.16618
C6 6.48460 1.01911 3.58650
C7 7.45080 2.34950 3.62086
C8 7.70363 3.12595 2.16869
C9 7.04673 2.57463 0.73566
C10 6.06830 1.21827 0.73669
C11 0.81666 -0.20997 3.14952
C12 0.96361 0.78113 1.85414
N2 0.76859 1.45622 0.74118
C13 0.99165 0.76248 4.49333
C14 -0.38137 1.65213 4.81082
O1 -1.17021 1.47964 5.87419
C15 -0.52421 -1.14396 3.17756
C16 -1.68754 -0.75206 2.09415
C17 -2.69125 0.48207 2.61072
F1 -3.48135 0.23585 3.87439
C18 -2.82964 1.79609 1.92373
F2 -3.08615 2.98280 2.81744
F3 -2.72513 1.90016 0.44797
H1 2.19185 -1.80370 2.11290
H2 3.47506 0.81231 3.11429
H3 3.86882 -0.44314 4.47683
H4 5.47790 -1.66176 2.96248
H5 4.45969 -1.28437 1.32444
H6 6.25957 0.46433 4.61568
H7 7.89095 2.72231 4.65100
H8 8.37843 4.10388 2.23587
H9 7.26276 3.19375 -0.25716
H10 5.55348 0.78795 -0.22520
H11 1.84788 1.58086 4.34396
H12 1.33392 0.12703 5.42813
H13 -0.61520 2.49969 4.00338
H14 -0.31375 -2.30914 3.03387
H15 -1.00318 -1.05611 4.26793
H16 -2.41024 -1.70050 2.02844
H17 -1.30330 -0.58656 0.99061
C19 -4.87178 0.36505 -1.88912
C20 -3.93491 -0.78531 -1.55057
C21 -2.47400 -0.55659 -1.93814
C22 -2.14053 -0.08148 -3.36196
N3 -2.33440 -1.08733 -4.51703
C23 -3.78230 -1.46289 -4.83017
C24 -4.30120 -0.31383 -5.65942
C25 -3.14843 -0.00414 -6.58487
C26 -1.87666 -0.39250 -5.83635
C27 -1.49723 -2.33702 -4.27938
H18 -4.70980 0.77001 -2.88748
H19 -5.91191 0.03032 -1.84226
H20 -4.75068 1.18667 -1.17237
H21 -4.30128 -1.71987 -1.98142
H22 -3.98332 -0.94866 -0.46565
H23 -1.90141 -1.45608 -1.69251
H24 -2.08905 0.21601 -1.25977
H25 -1.07326 0.16881 -3.37454
H26 -2.67851 0.83413 -3.62220
H27 -3.76463 -2.38484 -5.42422
H28 -4.35049 -1.64234 -3.92895
H29 -4.53130 0.55789 -5.04142
H30 -5.21158 -0.57860 -6.20357
H31 -3.13682 1.05188 -6.88248
H32 -3.22966 -0.59687 -7.50428
H33 -1.25065 0.47104 -5.58736
H34 -1.28512 -1.10846 -6.41954
H35 -1.88471 -2.85717 -3.40074
H36 -0.45690 -2.03126 -4.13259
H37 -1.57810 -2.98661 -5.15618

Max |F| values (in eV/A) by entry order: 1.51; 2.97; 12.39.